[1]
DFT (ωB97M-V/def2-TZVPD) results for a 2-piece molecular cluster, C11H14N2O overall in a non-equilibrium geometry.

XYZ file:
```
28
Properties=species:S:1:pos:R:3:forces:R:3:mulliken_charge:R:1
C -0.7426 4.4217 -1.3345 0.5 -0.6 -0.2 -1.33
C -0.8308 2.9737 -1.7687 0.0 -0.1 0.3 0.49
C -1.7827 2.5277 -2.6822 0.0 1.0 -0.1 -0.47
C -1.9346 1.1919 -2.9812 -0.1 -0.3 0.0 -0.49
C -1.2089 0.2325 -2.2662 -0.6 0.3 -0.8 0.70
O -1.5249 -1.0695 -2.5314 0.3 -0.7 0.4 -0.55
C -0.2201 0.6487 -1.4169 0.5 0.3 0.4 -0.47
C -0.0085 2.0133 -1.2044 0.0 -0.5 0.0 -0.59
H 0.1259 4.9116 -1.7829 -0.1 0.1 0.1 0.29
H -0.6269 4.4348 -0.2525 0.0 0.2 0.0 0.34
H -1.6337 4.9727 -1.5990 -0.2 0.1 -0.1 0.37
H -2.3681 3.3350 -3.1465 0.0 -0.7 -0.1 0.28
H -2.5958 0.8470 -3.7670 -0.2 0.1 0.2 0.38
H -1.0924 -1.6938 -1.9168 -0.1 0.7 -0.4 0.28
H 0.4078 -0.0682 -0.9036 0.1 -0.1 0.0 0.38
H 0.8342 2.2795 -0.5881 0.0 0.2 0.3 0.39
C 1.6288 -1.2836 3.7881 -0.7 -0.2 0.0 -1.05
C 1.3948 -2.3010 2.7223 -0.1 0.0 -0.2 0.65
C 0.5804 -3.3838 2.7647 0.0 -0.1 0.2 -0.52
N 0.8166 -4.1155 1.6212 -0.8 0.3 -0.4 -0.15
C 1.6915 -3.3763 0.8770 0.3 0.3 0.3 -0.29
N 2.0573 -2.3012 1.5224 0.8 0.1 -0.4 -0.58
H 2.6474 -0.9089 3.7464 0.0 -0.1 0.2 0.31
H 1.3736 -1.7683 4.7340 0.5 0.2 0.1 0.29
H 0.9316 -0.4483 3.7067 0.1 0.2 -0.2 0.25
H -0.1379 -3.6939 3.4898 -0.2 -0.2 0.3 0.41
H 0.0734 -4.6649 1.2163 0.4 -0.4 0.0 0.26
H 2.1447 -3.7127 -0.0470 -0.4 0.0 0.0 0.42
```
Forces are in eV/Å.

Results
Spin multiplicity ... 1
Calculated total energy ... -16661.5439 eV
E_LUMO ... 0.471 eV
Energy relative to the best compared isomer or geometry (same formula, charge and spin) ... 132.1 kJ/mol
SMILES ... Cc1ccc(O)cc1.Cc1c[nH]cn1

---

[2]
DFT (ωB97M-V/def2-TZVPD) results for a 2-piece molecular cluster, C11H14N2O overall in a non-equilibrium geometry.

XYZ file:
```
28
Properties=species:S:1:pos:R:3:forces:R:3:mulliken_charge:R:1
C 0.6286 -4.3815 -0.4162 0.3 0.3 -0.4 -1.43
C 1.0894 -3.0305 0.0798 -0.2 0.2 -0.3 0.69
C 2.4407 -2.7629 0.2408 0.5 -0.3 -0.1 -0.41
C 2.8974 -1.5095 0.6076 -0.4 0.5 0.1 -0.49
C 1.9620 -0.5119 0.8026 0.2 0.2 0.3 0.11
O 2.3768 0.7729 1.1684 0.0 0.0 0.5 -0.57
C 0.6067 -0.7337 0.6363 0.3 0.8 0.4 -0.11
C 0.1717 -1.9867 0.2745 -0.1 -0.9 0.0 -0.56
H 1.3109 -5.1682 -0.1163 0.0 -0.2 0.3 0.38
H 0.6502 -4.4172 -1.5147 -0.2 0.2 0.2 0.28
H -0.3774 -4.6112 -0.0854 -0.1 -0.1 0.1 0.37
H 3.1794 -3.5364 0.0445 -0.2 -0.1 0.1 0.33
H 3.9310 -1.2338 0.7487 0.2 -0.3 -0.1 0.44
H 2.3326 0.8574 2.1391 0.0 -0.1 -0.6 0.33
H 0.0157 0.1591 0.8566 -0.4 -0.6 -0.3 0.27
H -0.8767 -2.2382 0.1543 0.0 0.3 0.0 0.36
C -3.5562 3.1866 0.3716 0.5 0.8 -0.9 -1.06
C -2.2740 2.8725 -0.3509 -0.5 0.1 -0.1 0.72
C -1.0343 2.6665 0.1640 -0.1 0.2 0.7 -0.72
N -0.1945 2.5211 -0.9070 0.1 -0.2 -0.2 0.03
C -0.9664 2.6160 -2.0234 0.2 0.4 0.3 -0.27
N -2.2153 2.8439 -1.7263 -0.2 0.0 0.0 -0.64
H -3.4754 4.1904 0.8000 0.0 -0.2 0.5 0.28
H -3.7966 2.4375 1.1138 -0.3 0.0 0.1 0.30
H -4.3306 3.3301 -0.3883 -0.1 -0.6 0.2 0.32
H -0.7339 2.6947 1.2047 0.2 -0.2 -0.3 0.43
H 0.7899 2.3204 -0.8691 0.0 0.0 0.0 0.20
H -0.5516 2.6526 -3.0095 0.1 -0.3 -0.3 0.41
```
Forces are in eV/Å.

Results
Spin multiplicity ... 1
Calculated total energy ... -16661.6663 eV
E_LUMO ... 0.634 eV
Energy relative to the best compared isomer or geometry (same formula, charge and spin) ... 120.2 kJ/mol
SMILES ... Cc1ccc(O)cc1.Cc1c[nH]cn1

---

[3]
DFT (ωB97M-V/def2-TZVPD) results for a 2-piece molecular cluster, C11H14N2O overall in a non-equilibrium geometry.

XYZ file:
```
28
Properties=species:S:1:pos:R:3:forces:R:3:mulliken_charge:R:1
C 1.1332 -2.1929 3.1033 -1.6 0.2 1.3 -1.40
C 1.4518 -1.3350 1.9057 0.9 -0.9 1.4 1.18
C 1.8084 -2.0059 0.6950 0.6 3.7 -0.9 -0.68
C 1.9669 -1.0284 -0.3614 -0.4 -0.7 0.0 -0.61
C 1.8575 0.3734 -0.1535 0.2 -1.0 -0.2 0.70
O 2.2870 1.1122 -1.2135 -0.6 1.4 -1.3 -0.57
C 1.5333 0.9403 1.0670 1.1 -0.2 0.4 -0.52
C 1.4807 0.0663 2.1469 -2.6 -0.8 -0.5 -0.66
H 1.1656 -1.6921 4.1468 -0.1 -0.6 -1.9 0.34
H 1.7734 -3.0311 3.1336 1.1 -1.0 0.2 0.36
H 0.1270 -2.6913 2.9832 0.7 0.8 0.2 0.26
H 2.1701 -3.0609 0.5624 -1.1 1.1 0.3 0.35
H 2.0639 -1.2812 -1.4460 0.4 -0.1 1.2 0.32
H 1.7519 1.9080 -1.4757 0.5 -1.3 0.9 0.34
H 1.5165 2.0213 1.2054 -0.1 -0.2 -0.1 0.36
H 1.0392 0.4212 3.1196 1.0 -0.4 -0.9 0.24
C -3.2814 1.9922 -2.6240 -1.0 0.0 0.7 -1.02
C -2.4225 1.1543 -1.6741 -0.8 -1.3 1.8 0.27
C -2.4672 1.1947 -0.3004 0.8 -2.1 -0.2 -0.28
N -1.8251 0.0659 0.2343 1.4 0.3 -3.8 -0.01
C -1.2219 -0.5987 -0.9154 -1.9 0.3 1.9 -0.24
N -1.7525 -0.0324 -1.9320 1.2 0.8 -3.6 -0.54
H -3.8573 2.7635 -2.0254 0.6 -1.0 -0.4 0.28
H -4.0589 1.4071 -3.2041 1.1 0.4 0.7 0.25
H -2.7348 2.6027 -3.3216 0.5 -0.1 -0.4 0.28
H -2.9874 1.7457 0.3991 -1.0 1.5 1.0 0.44
H -1.7318 -0.1155 1.1888 0.5 -0.3 1.4 0.17
H -0.5225 -1.4915 -1.0083 -1.4 1.4 0.8 0.38
```
Forces are in eV/Å.

Results
Spin multiplicity ... 1
Calculated total energy ... -16659.6860 eV
E_LUMO ... 0.740 eV
Energy relative to the best compared isomer or geometry (same formula, charge and spin) ... 311.3 kJ/mol
SMILES ... Cc1ccc(O)cc1.Cc1c[nH]cn1

---

[4]
DFT (ωB97M-V/def2-TZVPD) results for one molecule with the formula C11H14N2O2 in a non-equilibrium geometry.

XYZ file:
```
29
Properties=species:S:1:pos:R:3:forces:R:3:mulliken_charge:R:1
C -0.5856 -2.0417 0.4560 3.7 1.7 2.0 -1.39
C -1.2012 -1.0100 -0.4137 -1.9 3.5 2.0 0.52
O -2.7253 -1.1223 -0.3084 -0.8 -1.9 -0.6 -0.46
N -3.4883 0.1138 0.0076 1.3 -1.5 -0.4 0.73
N -4.7728 0.4428 0.2770 0.6 0.2 -0.5 -0.29
O -5.7395 -0.2788 0.2165 1.7 -0.3 0.0 -0.47
C -2.4605 1.0780 -0.0943 0.4 2.6 -0.8 -1.02
C -1.0716 0.4607 0.0689 -1.3 0.9 5.3 0.41
C 0.0208 1.4519 -0.3392 0.0 -0.8 2.2 -1.77
C 1.3337 0.7671 -0.2096 0.7 1.1 0.5 0.58
C 1.9597 0.2252 -1.2765 -0.3 -1.6 -2.4 0.04
C 3.1349 -0.5259 -1.1163 -0.3 1.2 1.5 -0.59
C 3.8044 -0.5602 0.1416 -1.1 1.0 -0.4 -0.51
C 3.2606 0.2107 1.2079 0.2 -1.2 -0.3 -0.53
C 2.0057 0.8104 1.0217 0.4 -0.1 -0.5 -0.31
H 0.4084 -2.4526 0.0749 -1.4 0.7 0.3 0.23
H -1.2318 -2.7947 0.6055 -2.3 -3.1 0.0 0.57
H -0.4141 -1.7183 1.5697 -0.1 0.0 -2.1 0.23
H -0.8202 -1.0123 -1.3932 -0.3 -0.6 -1.8 0.37
H -2.7403 1.9709 0.4585 0.5 -0.2 1.1 0.49
H -2.3358 1.5879 -1.0310 -1.0 -0.3 -1.7 0.31
H -1.0640 0.4539 1.2299 0.7 -0.7 -1.5 0.14
H 0.0924 2.3871 0.2801 -0.8 -0.9 -0.3 0.31
H -0.2712 1.7231 -1.2882 0.2 0.9 -2.6 0.72
H 1.4553 0.2327 -2.3351 1.0 0.1 2.1 0.24
H 3.3574 -0.9119 -2.0654 1.5 -1.2 -0.6 0.40
H 4.7407 -1.0461 0.4168 -0.2 -0.2 -0.9 0.37
H 3.9011 0.1406 2.1379 -1.4 0.7 -0.9 0.28
H 1.4475 1.4180 1.7002 0.3 0.1 1.2 0.40
```
Forces are in eV/Å.

Results
Spin multiplicity ... 1
Calculated total energy ... -18702.4012 eV
E_LUMO ... 0.659 eV
Energy relative to the best compared isomer or geometry (same formula, charge and spin) ... 587.5 kJ/mol
SMILES ... C[C@H]1ON(N=O)C[C@@H]1Cc1ccccc1

---

[5]
DFT (ωB97M-V/def2-TZVPD) results for one molecule with the formula C11H14N2O4 in a non-equilibrium geometry.

XYZ file:
```
31
Properties=species:S:1:pos:R:3:forces:R:3:mulliken_charge:R:1
N -1.7517 -1.0737 -0.0530 1.5 -2.5 1.5 -0.54
C -1.2826 0.2617 0.2866 -1.4 0.5 1.2 0.30
C -0.4065 0.5426 1.5295 2.5 -2.0 1.0 -1.17
C 1.1586 0.1598 1.4886 -2.9 -0.2 1.8 0.76
C 1.8293 -0.2894 2.6654 0.7 0.4 -0.7 -0.79
C 3.1732 -0.6060 2.6023 0.9 0.6 -0.8 -0.52
C 3.8489 -0.6784 1.3570 -1.9 0.5 -0.7 0.47
O 5.1079 -1.1126 1.2245 0.7 0.3 -1.0 -0.51
C 3.1533 -0.3413 0.1902 -2.2 0.5 -0.1 -0.68
C 1.7904 0.1679 0.2971 1.9 -1.7 -1.5 0.12
C -0.8010 0.8020 -1.0445 0.0 2.8 -0.2 -0.03
O -0.3887 1.9389 -1.1745 0.6 -1.1 0.6 -0.55
N -1.2500 0.0849 -2.2112 2.5 -0.5 -0.5 -0.23
C -2.3740 0.8238 -2.6042 -3.2 3.3 -0.2 -0.44
C -3.7893 0.2410 -2.4468 -1.5 1.6 -2.5 0.30
O -4.6942 0.9393 -2.9417 1.8 -2.5 1.6 -0.59
O -3.9045 -0.9854 -1.8796 -0.4 2.1 -0.2 -0.50
H -1.7356 -1.7569 0.7818 -0.2 1.7 -1.5 0.30
H -0.9963 -1.4300 -0.7061 -1.6 0.0 1.0 0.31
H -2.1503 1.0013 0.5578 0.8 -1.6 -0.9 0.15
H -0.4970 1.5785 1.5617 0.3 2.1 0.5 0.45
H -0.7203 0.1759 2.5710 -0.5 0.2 -1.9 0.32
H 1.4534 -0.4206 3.6718 -0.9 0.5 -0.2 0.29
H 3.7889 -0.6313 3.5066 -0.4 -0.6 -0.1 0.33
H 5.3921 -1.6184 1.9647 0.3 -0.5 1.1 0.31
H 3.4639 -0.5562 -0.8407 0.6 0.2 0.7 0.38
H 1.1417 0.3080 -0.6125 1.7 0.0 1.0 0.11
H -0.5382 0.1701 -2.9631 -0.5 0.0 0.9 0.36
H -2.3290 1.3868 -3.5596 0.1 -1.3 -0.2 0.54
H -2.4611 1.8227 -2.0521 0.0 -1.3 0.0 0.26
H -3.2312 -0.9053 -1.1671 0.5 -1.3 0.3 0.49
```
Forces are in eV/Å.

Results
Spin multiplicity ... 1
Calculated total energy ... -22801.8431 eV
E_LUMO ... 0.036 eV
Energy relative to the best compared isomer or geometry (same formula, charge and spin) ... 326.5 kJ/mol
SMILES ... N[C@@H](Cc1ccc(O)cc1)C(=O)NCC(=O)O

---

[6]
DFT (ωB97M-V/def2-TZVPD) results for an isolated ion of composition C11H14N3 and charge +1 in a non-equilibrium geometry.

XYZ file:
```
28
Properties=species:S:1:pos:R:3:forces:R:3:mulliken_charge:R:1
C 5.0756 0.1004 -0.8230 -5.1 -1.8 1.6 0.04
C 3.9451 -0.2676 -0.5561 4.0 1.6 -1.1 -1.00
C 2.6045 -0.4418 -0.3944 -2.4 -2.6 0.5 -0.30
C 1.7890 0.4812 0.1131 1.8 2.4 1.2 -0.67
C 0.4331 0.2544 0.4742 -2.0 -2.5 -0.5 0.69
C -0.5815 1.1413 0.5005 -0.5 0.1 -1.4 0.14
C -0.6178 2.6379 0.1800 1.8 0.1 2.3 -1.03
N -1.9106 0.4181 0.3609 0.1 -1.0 1.4 0.01
C -2.5909 0.5642 -0.9470 0.3 0.9 -0.6 -0.33
C -2.6153 -0.7828 -1.5535 0.4 0.0 -2.6 -0.22
N -1.9842 -1.6998 -0.9931 1.4 -0.2 2.0 -0.41
C -1.4380 -1.2507 0.2945 -0.1 0.7 1.5 -0.13
N 0.0090 -1.1767 0.5537 -1.2 2.1 -1.3 0.09
C 0.5742 -2.1619 1.5075 -0.5 -1.0 -1.1 -0.96
H 5.9137 0.3397 -1.2831 3.7 1.0 -1.4 0.51
H 2.2237 -1.4872 -0.6087 0.3 1.4 0.2 0.42
H 2.2638 1.4907 0.3671 -0.9 -1.5 -0.4 0.25
H -1.2894 2.8522 -0.6366 0.0 0.3 -0.3 0.36
H 0.4539 3.0827 0.0183 -2.1 -1.0 0.0 0.31
H -0.9924 3.1388 1.1272 0.2 -0.2 -1.2 0.30
H -2.6019 0.5949 1.1602 1.3 -0.2 -1.3 0.43
H -2.0286 1.2645 -1.6205 -0.7 -0.6 0.7 0.30
H -3.6296 0.8341 -0.8645 -0.3 0.8 0.4 0.36
H -3.0032 -0.8955 -2.6143 0.1 0.0 1.5 0.37
H -2.0155 -1.7216 1.1472 0.8 0.2 -1.0 0.45
H 1.7118 -2.2763 1.4051 -1.9 0.2 0.1 0.32
H 0.2837 -1.9325 2.5412 0.2 -0.1 -0.1 0.32
H 0.0178 -3.1005 1.1440 1.4 0.9 1.0 0.38
```
Forces are in eV/Å.

Results
Spin multiplicity ... 1
Calculated total energy ... -16092.7724 eV
E_LUMO ... -3.548 eV
Energy relative to the best compared isomer or geometry (same formula, charge and spin) ... 423.5 kJ/mol
SMILES ... C#C/C=C/C1=C(C)[N@H+]2CC=N[C@H]2N1C
Net charge ... +1

---

no.,orbital gap (eV)
1,8.74
2,9.12
3,9.05
4,9.84
5,8.92
6,8.29